No. 1
{"formula": "C31H52Cl4O24", "method": "wB97M-V/def2-TZVPD", "charge": 0, "e_tot_ev": -132215.58629, "smiles": "CCOC(=O)OC.CCOC(=O)OC.CCOC(=O)OC.O=C1OCCO1.O=C1OCCO1.O=C1OCCO1.O=C1OCCO1.O=C1OCCO1.ClCCCl.ClCCCl", "orbital_gap_ev": 10.4, "fmax_ev_per_a": 6.44, "lumo_ev": 0.2, "homo_energy_ev": -10.19, "symbols": ["Cl", "C", "C", "Cl", "H", "H", "H", "H", "Cl", "C", "C", "Cl", "H", "H", "H", "H", "C", "C", "O", "C", "O", "O", "H", "H", "H", "H", "C", "C", "O", "C", "O", "O", "H", "H", "H", "H", "C", "C", "O", "C", "O", "O", "H", "H", "H", "H", "C", "C", "O", "C", "O", "O", "H", "H", "H", "H", "C", "C", "O", "C", "O", "O", "H", "H", "H", "H", "C", "C", "O", "C", "O", "O", "C", "H", "H", "H", "H", "H", "H", "H", "H", "C", "C", "O", "C", "O", "O", "C", "H", "H", "H", "H", "H", "H", "H", "H", "C", "C", "O", "C", "O", "O", "C", "H", "H", "H", "H", "H", "H", "H", "H"], "xyz": [[0.696, -0.539, -1.650], [0.246, 1.046, -1.004], [0.578, 1.112, 0.409], [-0.542, 0.193, 1.485], [-0.810, 1.044, -1.270], [0.620, 1.865, -1.619], [0.436, 2.156, 0.689], [1.589, 0.912, 0.764], [-1.323, 5.386, -2.701], [-0.115, 4.115, -3.101], [0.258, 4.186, -4.541], [-0.518, 2.992, -5.493], [-0.603, 3.189, -2.798], [0.757, 4.222, -2.455], [1.325, 3.992, -4.649], [0.105, 5.138, -5.048], [-3.660, 2.462, -5.571], [-4.433, 1.214, -5.864], [-3.987, 0.291, -4.878], [-3.570, 0.973, -3.878], [-3.335, 0.527, -2.763], [-3.507, 2.275, -4.195], [-4.193, 3.371, -5.850], [-2.758, 2.455, -6.183], [-4.302, 1.020, -6.928], [-5.506, 1.400, -5.837], [3.056, 5.717, 0.587], [4.207, 5.083, 1.301], [4.174, 3.724, 0.996], [3.406, 3.630, -0.223], [3.166, 2.647, -0.928], [2.815, 4.801, -0.455], [3.087, 6.748, 0.236], [2.318, 5.928, 1.362], [4.082, 5.223, 2.375], [5.183, 5.496, 1.044], [5.551, -1.968, 1.464], [5.689, -1.897, 2.936], [4.957, -0.756, 3.345], [4.427, -0.142, 2.298], [3.682, 0.872, 2.317], [4.842, -0.767, 1.196], [5.038, -2.884, 1.170], [6.543, -1.861, 1.025], [6.741, -1.899, 3.222], [5.280, -2.775, 3.435], [-2.502, 5.155, 1.009], [-2.678, 4.824, 2.468], [-1.494, 4.429, 3.115], [-0.605, 4.411, 2.101], [0.630, 4.162, 2.265], [-1.146, 4.651, 0.955], [-2.585, 6.223, 0.809], [-3.193, 4.638, 0.343], [-3.416, 4.053, 2.690], [-2.838, 5.759, 3.004], [0.471, -2.597, 3.151], [1.296, -1.377, 3.662], [2.206, -2.078, 4.508], [2.233, -3.417, 4.307], [3.113, -4.096, 4.719], [1.239, -3.715, 3.406], [0.278, -2.594, 2.078], [-0.421, -2.737, 3.762], [0.721, -0.688, 4.281], [1.769, -0.942, 2.782], [-1.302, -3.967, -1.614], [-2.737, -3.485, -1.705], [-3.662, -4.463, -1.818], [-4.374, -4.881, -0.754], [-4.108, -4.569, 0.393], [-5.050, -5.971, -1.048], [-5.745, -6.792, -0.102], [-1.186, -4.765, -2.347], [-1.011, -4.327, -0.628], [-0.693, -3.063, -1.638], [-2.746, -2.851, -2.592], [-2.996, -2.712, -0.981], [-6.139, -7.730, -0.493], [-6.561, -6.197, 0.311], [-5.164, -7.315, 0.658], [1.308, -7.677, -4.542], [1.702, -6.253, -4.751], [0.726, -5.268, -4.460], [1.162, -3.906, -4.680], [2.265, -3.657, -5.149], [0.024, -3.132, -4.451], [0.008, -1.756, -4.366], [0.436, -8.033, -5.090], [0.917, -7.886, -3.546], [2.014, -8.400, -4.951], [1.962, -6.185, -5.808], [2.636, -6.102, -4.210], [-0.646, -1.481, -3.538], [-0.485, -1.311, -5.230], [0.975, -1.340, -4.082], [-2.486, 1.396, 4.608], [-1.759, 1.385, 5.855], [-0.455, 1.968, 5.790], [0.258, 2.169, 6.913], [-0.134, 1.972, 8.033], [1.514, 2.560, 6.687], [2.057, 2.780, 5.358], [-3.364, 0.783, 4.810], [-2.003, 0.860, 3.791], [-2.616, 2.427, 4.280], [-1.716, 0.396, 6.311], [-2.285, 2.072, 6.517], [3.001, 3.287, 5.560], [1.504, 3.530, 4.792], [2.185, 1.907, 4.719]]}

No. 2
{"formula": "C6H40N2O12", "method": "wB97M-V/def2-TZVPD", "charge": 1, "e_tot_ev": -34412.89340, "relative_energy_kj_mol": 71.5, "orbital_gap_ev": [10.0, 5.3], "fmax_ev_per_a": 3.29, "lumo_ev": [-3.2, -7.9], "homo_energy_ev": [-13.19, -13.18], "multiplicity": 2, "symbols": ["C", "N", "C", "C", "C", "N", "C", "C", "H", "H", "H", "H", "H", "H", "H", "H", "H", "H", "H", "H", "H", "H", "H", "H", "H", "H", "O", "H", "H", "O", "H", "H", "O", "H", "H", "O", "H", "H", "O", "H", "H", "O", "H", "H", "O", "H", "H", "O", "H", "H", "O", "H", "H", "O", "H", "H", "O", "H", "H", "O"], "xyz": [[-0.285, 0.238, -0.069], [0.868, 0.826, 0.650], [1.381, 0.005, 1.754], [2.386, 0.717, 2.626], [0.095, -0.372, -1.425], [-1.010, -1.292, -1.754], [-0.428, 0.575, -3.801], [0.281, 0.777, -2.499], [-0.994, 1.066, -0.148], [-0.723, -0.572, 0.507], [1.698, 1.100, 0.123], [0.575, -0.502, 2.265], [2.067, -0.688, 1.238], [3.063, 1.328, 2.002], [2.025, 1.513, 3.280], [3.056, 0.056, 3.167], [0.954, -1.024, -1.389], [-1.908, -1.009, -1.366], [-1.153, -1.328, -2.752], [-1.508, 0.459, -3.754], [-0.390, 1.489, -4.398], [-0.023, -0.195, -4.457], [-0.023, 1.706, -2.002], [1.349, 0.946, -2.664], [-0.345, -3.098, 1.003], [-0.083, -2.665, -0.476], [0.066, -3.371, 0.166], [-4.204, 0.062, -2.000], [-3.533, 1.065, -1.132], [-3.324, 0.286, -1.667], [3.152, 3.049, -1.478], [1.787, 2.716, -1.077], [2.430, 3.426, -0.953], [3.319, 0.084, -0.134], [2.636, -1.280, -0.449], [3.203, -0.587, -0.812], [-2.379, -3.355, 1.666], [-1.887, -2.499, 2.882], [-1.662, -3.238, 2.309], [1.612, -2.947, 1.645], [2.972, -3.588, 1.509], [2.548, -2.776, 1.809], [-1.702, -0.653, 2.120], [-2.063, 0.580, 2.832], [-2.259, -0.370, 2.841], [-2.213, -3.234, -0.589], [-3.745, -2.903, -0.413], [-3.046, -3.527, -0.204], [-3.713, 2.424, 1.354], [-2.421, 2.839, 0.651], [-3.278, 2.427, 0.494], [0.485, 3.513, 0.622], [-0.608, 4.481, 1.217], [-0.412, 3.572, 0.962], [0.093, 2.241, 3.649], [-0.721, 2.526, 2.451], [-0.822, 2.181, 3.358], [3.663, -1.223, -3.233], [2.376, -0.817, -2.614], [2.724, -1.159, -3.445]]}

No. 3
{"formula": "C33H36BF3O4", "method": "wB97M-V/def2-TZVPD", "charge": 0, "e_tot_ev": -51826.35666, "relative_energy_kj_mol": 40.3, "smiles": "COc1ccc([C@H](B2OC(C)(C)C(C)(C)O2)c2ccc(C)cc2)cc1.Cc1ccc(-c2ccc(C(F)(F)F)cc2)o1", "orbital_gap_ev": 7.8, "fmax_ev_per_a": 3.55, "lumo_ev": 0.3, "homo_energy_ev": -7.49, "symbols": ["C", "C", "C", "C", "C", "B", "C", "C", "C", "C", "C", "F", "F", "F", "C", "C", "O", "C", "C", "C", "C", "C", "C", "O", "O", "H", "H", "H", "H", "H", "H", "H", "H", "H", "H", "H", "H", "H", "H", "H", "H", "H", "H", "H", "H", "H", "C", "O", "C", "C", "C", "C", "C", "C", "C", "C", "C", "C", "C", "C", "C", "C", "H", "H", "H", "H", "H", "H", "H", "H", "H", "H", "H", "H", "H", "H", "H"], "xyz": [[1.948, -4.377, 3.151], [0.629, -4.304, 2.559], [-0.610, -4.664, 3.041], [-1.539, -4.408, 1.991], [-0.821, -3.871, 0.931], [-1.590, 0.044, 3.966], [-1.250, -3.526, -0.382], [-2.633, -3.472, -0.662], [-3.083, -3.130, -1.925], [-2.144, -2.763, -2.883], [-2.632, -2.190, -4.178], [-2.361, -0.842, -4.262], [-2.042, -2.777, -5.260], [-3.980, -2.321, -4.343], [-0.770, -2.883, -2.667], [-0.323, -3.239, -1.410], [-2.414, -0.517, 4.924], [-1.807, -0.193, 6.182], [-2.691, 0.880, 6.817], [-1.839, -1.455, 7.026], [-0.356, 0.330, 5.764], [0.176, 1.445, 6.631], [0.675, -0.797, 5.660], [-0.573, 0.839, 4.415], [0.513, -3.797, 1.282], [1.902, -5.031, 4.032], [2.698, -4.771, 2.451], [2.279, -3.385, 3.492], [-0.840, -5.093, 4.014], [-2.599, -4.651, 1.962], [-3.355, -3.671, 0.137], [-4.147, -3.136, -2.149], [-0.061, -2.695, -3.471], [0.747, -3.268, -1.206], [-2.460, 0.999, 7.881], [-2.575, 1.850, 6.314], [-3.736, 0.564, 6.733], [-1.216, -1.332, 7.923], [-2.869, -1.638, 7.363], [-1.499, -2.331, 6.457], [0.213, 1.102, 7.669], [1.197, 1.704, 6.329], [-0.453, 2.339, 6.574], [0.779, -1.324, 6.614], [0.425, -1.527, 4.876], [1.654, -0.360, 5.417], [-7.229, 2.099, 2.932], [-7.062, 0.725, 2.483], [-5.807, 0.295, 2.172], [-5.501, -1.081, 2.323], [-4.182, -1.465, 2.461], [-3.155, -0.523, 2.315], [-1.694, -0.862, 2.538], [-0.797, -0.310, 1.469], [-1.248, -0.231, 0.139], [-0.500, 0.418, -0.837], [0.700, 1.049, -0.496], [1.432, 1.852, -1.530], [1.208, 0.883, 0.800], [0.486, 0.178, 1.762], [-3.477, 0.823, 2.053], [-4.785, 1.213, 1.842], [-8.247, 2.133, 3.325], [-6.508, 2.361, 3.725], [-7.128, 2.801, 2.090], [-6.314, -1.796, 2.422], [-3.911, -2.498, 2.697], [-1.504, -1.921, 2.738], [-2.219, -0.650, -0.126], [-0.852, 0.452, -1.875], [2.290, 2.361, -1.084], [1.799, 1.210, -2.338], [0.766, 2.597, -1.981], [2.188, 1.315, 1.044], [0.901, 0.039, 2.762], [-2.681, 1.569, 1.974], [-5.020, 2.239, 1.553]]}

No. 4
{"formula": "C49H50O26", "method": "wB97M-V/def2-TZVPD", "charge": 0, "e_tot_ev": -104856.61062, "smiles": "CCOC(=O)CCCC1=C(CCCCCCCCOC)C(=O)OC1=O.O=C1C=C(O)C(=O)C=C1O.O=C1C=C(O)C(=O)C=C1O.O=C1C=C(O)C(=O)C=C1O.O=C1C=C(O)C(=O)C=C1O.O=C1C=C(O)C(=O)C=C1O", "orbital_gap_ev": 7.9, "fmax_ev_per_a": 0.75, "lumo_ev": -1.7, "homo_energy_ev": -9.63, "symbols": ["C", "C", "O", "C", "O", "C", "C", "C", "C", "C", "C", "C", "C", "C", "C", "C", "C", "C", "O", "C", "C", "O", "O", "C", "O", "H", "H", "H", "H", "H", "H", "H", "H", "H", "H", "H", "H", "H", "H", "H", "H", "H", "H", "H", "H", "H", "H", "H", "H", "H", "H", "H", "H", "H", "H", "C", "C", "C", "O", "C", "C", "C", "O", "O", "O", "H", "H", "H", "H", "C", "C", "C", "O", "C", "C", "C", "O", "O", "O", "H", "H", "H", "H", "C", "C", "C", "O", "C", "C", "C", "O", "O", "O", "H", "H", "H", "H", "C", "C", "C", "O", "C", "C", "C", "O", "O", "O", "H", "H", "H", "H", "C", "C", "C", "O", "C", "C", "C", "O", "O", "O", "H", "H", "H", "H"], "xyz": [[2.695, -2.526, 1.680], [3.934, -2.497, 0.795], [4.340, -1.150, 0.478], [3.440, -0.433, -0.244], [2.846, -0.895, -1.179], [3.278, 0.990, 0.230], [1.793, 1.330, 0.469], [1.336, 2.644, -0.210], [0.606, 2.357, -1.472], [-0.698, 2.319, -1.740], [-1.839, 2.602, -0.812], [-3.197, 2.049, -1.246], [-4.263, 2.272, -0.177], [-5.525, 1.457, -0.447], [-6.588, 1.656, 0.636], [-7.691, 0.571, 0.748], [-7.716, -0.521, -0.329], [-6.850, -1.737, -0.011], [-7.247, -2.859, -0.779], [-6.426, -3.075, -1.905], [-0.834, 1.929, -3.179], [-1.773, 1.958, -3.904], [0.422, 1.557, -3.644], [1.339, 2.010, -2.723], [2.491, 2.157, -2.975], [2.632, -1.600, 2.260], [2.763, -3.342, 2.398], [1.783, -2.615, 1.091], [3.755, -3.028, -0.140], [4.795, -2.940, 1.290], [3.866, 1.166, 1.125], [3.668, 1.639, -0.560], [1.198, 0.506, 0.069], [1.583, 1.378, 1.537], [2.211, 3.252, -0.446], [0.692, 3.200, 0.472], [-1.925, 3.692, -0.718], [-1.584, 2.222, 0.181], [-3.499, 2.536, -2.174], [-3.103, 0.976, -1.442], [-3.862, 2.024, 0.813], [-4.523, 3.336, -0.155], [-5.245, 0.407, -0.549], [-5.926, 1.795, -1.408], [-6.080, 1.746, 1.601], [-7.067, 2.624, 0.468], [-7.645, 0.087, 1.728], [-8.657, 1.077, 0.720], [-7.466, -0.111, -1.311], [-8.734, -0.912, -0.401], [-5.787, -1.540, -0.191], [-6.974, -2.005, 1.042], [-6.787, -3.959, -2.421], [-6.477, -2.224, -2.598], [-5.381, -3.234, -1.615], [6.784, 3.011, 0.889], [8.104, 3.241, 0.947], [8.755, 3.944, 2.123], [9.962, 4.098, 2.061], [7.922, 4.390, 3.214], [6.603, 4.170, 3.151], [5.955, 3.455, 1.985], [4.747, 3.296, 2.049], [5.743, 4.554, 4.082], [8.959, 2.887, 0.004], [6.315, 2.509, 0.054], [8.388, 4.908, 4.040], [4.863, 4.262, 3.769], [9.841, 3.173, 0.316], [5.738, -4.902, 6.984], [4.711, -5.135, 6.154], [4.433, -4.265, 4.945], [3.478, -4.583, 4.256], [5.291, -3.132, 4.685], [6.316, -2.897, 5.517], [6.608, -3.778, 6.716], [7.575, -3.471, 7.389], [7.164, -1.893, 5.381], [3.853, -6.131, 6.300], [5.945, -5.519, 7.847], [5.078, -2.506, 3.829], [7.801, -1.976, 6.119], [3.224, -6.059, 5.554], [-6.447, -0.521, -5.839], [-7.291, -1.233, -5.079], [-7.546, -2.709, -5.313], [-8.318, -3.247, -4.534], [-6.879, -3.373, -6.406], [-6.037, -2.660, -7.170], [-5.763, -1.187, -6.926], [-4.971, -0.655, -7.682], [-5.371, -3.156, -8.196], [-7.970, -0.733, -4.058], [-6.253, 0.530, -5.675], [-7.081, -4.421, -6.579], [-4.837, -2.416, -8.554], [-8.492, -1.476, -3.690], [-5.406, -8.340, -2.990], [-5.962, -9.538, -3.214], [-7.286, -9.695, -3.934], [-7.681, -10.837, -4.094], [-7.983, -8.509, -4.372], [-7.433, -7.307, -4.140], [-6.094, -7.151, -3.445], [-5.656, -6.021, -3.323], [-8.002, -6.168, -4.495], [-5.421, -10.688, -2.846], [-4.457, -8.221, -2.486], [-8.935, -8.627, -4.870], [-7.429, -5.440, -4.185], [-6.041, -11.384, -3.147], [6.985, 8.782, 3.777], [7.530, 9.812, 4.440], [8.923, 10.329, 4.134], [9.302, 11.279, 4.794], [9.698, 9.676, 3.104], [9.153, 8.644, 2.442], [7.753, 8.142, 2.735], [7.358, 7.205, 2.062], [9.772, 7.974, 1.485], [6.923, 10.474, 5.410], [5.993, 8.408, 3.989], [10.694, 10.041, 2.899], [9.148, 7.283, 1.186], [7.553, 11.166, 5.698]]}

No. 5
{"formula": "CH3N5", "method": "wB97M-V/def2-TZVPD", "charge": 0, "e_tot_ev": -8534.56515, "relative_energy_kj_mol": 51.1, "smiles": "Nc1nn[nH]n1", "orbital_gap_ev": 10.4, "fmax_ev_per_a": 2.30, "lumo_ev": 1.0, "homo_energy_ev": -9.40, "symbols": ["N", "C", "N", "N", "N", "N", "H", "H", "H"], "xyz": [[0.400, -0.169, -1.636], [0.004, -0.087, -0.332], [0.532, 0.723, 0.539], [-0.137, 0.399, 1.654], [-0.991, -0.617, 1.483], [-0.967, -0.881, 0.216], [0.850, 0.660, -1.995], [-0.293, -0.568, -2.246], [0.608, 0.546, 2.311]]}

No. 6
{"formula": "C4H9NO", "method": "wB97M-V/def2-TZVPD", "charge": 0, "e_tot_ev": -7829.68919, "relative_energy_kj_mol": 253.8, "smiles": "C=CC.NC=O", "orbital_gap_ev": 10.3, "fmax_ev_per_a": 6.54, "lumo_ev": 1.1, "homo_energy_ev": -9.23, "symbols": ["C", "C", "C", "H", "H", "H", "H", "H", "H", "C", "N", "O", "H", "H", "H"], "xyz": [[1.389, -0.411, 1.948], [1.591, -0.433, 0.490], [1.105, -1.467, -0.329], [1.262, 0.594, 2.468], [0.377, -0.655, 2.143], [2.095, -0.990, 2.490], [2.288, 0.156, -0.076], [1.442, -1.389, -1.412], [0.911, -2.441, 0.094], [-1.845, 0.904, -0.737], [-2.266, 1.423, -2.011], [-2.466, 0.149, -0.007], [-0.854, 1.351, -0.355], [-3.139, 1.017, -2.305], [-1.889, 2.192, -2.402]]}

No. 7
{"formula": "CH2LiO3Pm", "method": "wB97M-V/def2-TZVPD", "charge": 2, "e_tot_ev": -23954.54080, "orbital_gap_ev": [7.1, 8.7], "fmax_ev_per_a": 5.41, "lumo_ev": [-11.7, -10.2], "homo_energy_ev": [-18.81, -18.82], "multiplicity": 5, "symbols": ["O", "C", "O", "O", "H", "Li", "Pm", "H"], "xyz": [[-0.697, -0.350, 1.950], [0.564, 0.758, -0.746], [0.401, 1.676, -1.547], [0.080, -0.417, -0.995], [-1.496, -0.050, 2.383], [-0.738, 0.478, -2.697], [-0.214, -2.120, 0.673], [1.540, 0.573, -0.036]]}